Run one
This record from the Open Molecules 2025 dataset describes an isolated molecule of C3H6N2S3. The level of theory is ωB97M-V with the def2-TZVPD basis set.

Charge = 0
SMILES = NC(=S)S/N=C/CS
HOMO = -8.66 eV
LUMO level = -0.114 eV

Last column: Löwdin charge in e.
Element x y z (Å)
N  0.327  -1.272  -2.367  -0.058
C  1.266  -0.310  -2.469  -1.171
S  2.461  -0.349  -3.665  0.518
S  1.193  1.124  -1.243  0.863
N  0.164  0.493  -0.113  -0.405
C  -0.217  1.055  1.011  -0.296
C  -1.257  0.310  1.891  -0.473
S  -0.689  -0.121  3.730  0.566
H  -0.598  -0.940  -1.808  0.139
H  0.151  -1.742  -3.375  0.154
H  0.310  2.016  1.532  0.153
H  -2.086  1.004  2.249  0.063
H  -1.586  -0.542  1.318  0.049
H  0.560  -0.725  3.307  -0.102

Run two
This record from the Open Molecules 2025 dataset describes an isolated molecule of C3H6N2S3. The level of theory is ωB97M-V with the def2-TZVPD basis set.

Charge = 0
SMILES = CN(SC=S)C(N)=S
HOMO = -8.66 eV
LUMO level = -0.749 eV

Last column: Löwdin charge in e.
Element x y z (Å)
C  0.593  -1.265  1.144  -0.205
N  -0.186  -0.361  0.416  -0.514
S  -0.343  1.226  1.015  0.948
C  1.025  2.034  0.271  -0.997
S  1.329  3.641  0.400  0.599
C  -0.733  -0.769  -0.785  -0.928
N  -1.423  0.185  -1.497  0.059
S  -0.485  -2.316  -1.360  0.634
H  1.567  -1.442  0.716  0.084
H  0.003  -2.215  1.280  0.089
H  0.836  -0.812  2.065  0.055
H  1.634  1.389  -0.348  0.021
H  -1.877  0.968  -1.060  0.062
H  -1.939  -0.263  -2.260  0.090

The winner here is run two, beating the second structure by 140.3 kJ/mol.

Run one
This record from the Open Molecules 2025 dataset describes a structure of composition CH5NP2. The level of theory is ωB97M-V with the def2-TZVPD basis set.

Charge = 0
HOMO = -8.02 eV
LUMO level = -0.507 eV

Last column: Löwdin charge in e.
Element x y z (Å)
C  0.110  -1.558  -1.146  -0.190
N  -0.900  0.948  0.293  -0.822
P  -1.263  0.429  -1.115  0.769
P  -1.451  2.235  1.246  0.610
H  -0.341  -2.166  -0.380  -0.030
H  0.005  -1.943  -2.142  -0.038
H  1.094  -1.201  -0.900  -0.029
H  -0.580  1.948  2.309  -0.139
H  -0.579  3.198  0.719  -0.131

Run two
This record from the Open Molecules 2025 dataset describes a cluster of 2 separate species, CH5NP2 in total. The level of theory is ωB97M-V with the def2-TZVPD basis set.

Charge = 0
HOMO = -7.93 eV
LUMO level = -0.098 eV

Last column: Löwdin charge in e.
Element x y z (Å)
C  0.490  0.551  -0.044  -0.725
N  0.464  1.790  -0.012  0.033
P  1.404  -0.984  -0.067  0.690
P  -1.801  -0.547  0.052  0.548
H  -0.380  2.294  0.080  0.034
H  0.705  -1.285  1.233  -0.066
H  2.681  -0.479  0.657  -0.062
H  -2.488  0.071  -1.058  -0.211
H  -1.075  -1.412  -0.842  -0.241

The winner here is run one, beating the second structure by 124.7 kJ/mol.